106
Properties=species:S:1:pos:R:3:forces:R:3 method="wB97M-V/def2-TZVPD" total_energy_ev=-137979.1966 e_above_lowest_kj_mol=184.87 homo_ev=-6.214 charge=0 gap_ev=4.3
Ca -1.199 1.177 -0.956 -0.8 0.4 0.2
C -4.916 4.222 -2.690 0.1 0.0 -0.1
C -3.948 4.428 -3.864 0.0 0.0 0.1
S -2.807 3.079 -4.242 0.0 0.0 0.1
C -4.003 1.801 -4.724 0.1 0.0 0.0
C -3.718 0.429 -4.125 0.0 0.1 0.1
S -3.720 0.306 -2.319 -0.1 0.0 0.1
C -5.318 1.043 -1.863 0.0 -0.2 0.1
C -5.269 2.175 -0.840 0.2 0.0 -0.1
S -4.160 3.555 -1.189 0.1 0.0 0.1
H -5.727 3.554 -2.980 0.0 0.0 0.0
H -5.368 5.180 -2.432 -0.1 0.1 -0.1
H -3.299 5.285 -3.671 0.0 0.0 0.0
H -4.527 4.656 -4.760 0.0 0.1 0.0
H -3.992 1.697 -5.810 0.0 0.0 0.0
H -4.994 2.156 -4.446 0.0 0.0 0.0
H -2.717 0.107 -4.414 0.0 0.0 0.0
H -4.432 -0.295 -4.519 0.0 0.0 0.0
H -5.929 0.247 -1.438 -0.1 0.0 0.0
H -5.794 1.364 -2.788 -0.1 0.0 0.0
H -4.921 1.803 0.123 -0.1 -0.1 0.0
H -6.281 2.546 -0.683 -0.1 0.0 0.0
C 3.825 0.522 2.807 0.0 0.0 0.0
C 2.337 0.647 3.115 0.0 0.1 0.0
N 1.779 1.947 2.768 0.0 0.0 0.0
C 1.727 2.930 3.856 -0.1 -0.1 -0.1
C 0.440 2.844 4.665 -0.1 0.0 0.0
C 1.203 2.204 1.560 0.0 0.2 0.1
S 1.378 1.052 0.295 0.2 0.2 0.3
N 0.618 3.412 1.500 0.0 -0.1 0.0
C -0.258 3.798 0.576 -0.1 -0.1 0.1
O -0.827 3.096 -0.290 0.6 1.9 0.8
C -0.661 5.247 0.645 0.1 0.0 -0.1
C -1.270 5.817 -0.469 -0.1 0.1 0.0
C -1.673 7.145 -0.447 0.0 -0.1 0.0
C -1.485 7.909 0.697 0.0 0.0 0.0
C -0.887 7.342 1.817 0.0 -0.1 0.0
C -0.471 6.017 1.789 0.0 0.0 0.0
H 4.188 -0.475 3.090 0.0 0.1 0.0
H 4.407 1.266 3.358 0.0 0.0 0.0
H 3.990 0.667 1.737 0.0 0.0 0.1
H 2.160 0.499 4.183 0.0 0.0 0.0
H 1.786 -0.118 2.576 -0.1 -0.1 -0.1
H 1.832 3.921 3.427 0.0 0.0 -0.1
H 2.593 2.743 4.495 0.0 0.0 0.0
H -0.418 3.020 4.014 0.0 0.0 0.0
H 0.436 3.594 5.462 0.0 -0.1 -0.1
H 0.324 1.858 5.125 0.0 0.1 0.0
H -1.423 5.198 -1.346 0.0 0.0 0.1
H -2.142 7.583 -1.321 0.0 0.0 0.0
H -1.808 8.944 0.720 0.0 0.0 0.0
H -0.746 7.932 2.714 0.0 0.0 0.0
H -0.002 5.560 2.653 0.0 0.0 -0.1
C 2.620 -5.044 -3.948 -0.1 0.0 0.0
C 3.112 -3.615 -3.752 -0.1 0.1 0.1
N 2.220 -2.815 -2.911 0.0 -0.1 0.0
C 1.381 -1.903 -3.494 0.1 -0.1 0.0
C 0.453 -1.168 -2.841 0.0 0.0 0.2
C -0.275 -0.068 -3.614 -0.1 0.1 0.1
O -0.471 -0.277 -4.814 0.0 0.2 0.2
O -0.578 0.957 -2.918 0.8 -1.1 -2.3
C 0.216 -1.435 -1.442 0.0 0.2 -0.2
O -0.691 -0.940 -0.767 0.4 -1.3 -0.3
C 1.192 -2.326 -0.807 -0.2 0.0 0.1
C 1.160 -2.435 0.580 -0.2 0.1 0.0
C 2.107 -3.163 1.230 0.1 0.0 0.1
F 2.093 -3.189 2.586 0.0 0.0 0.0
C 3.101 -3.854 0.534 0.0 -0.1 0.0
C 3.110 -3.778 -0.851 0.1 -0.1 0.0
C 2.180 -2.985 -1.537 0.1 0.0 -0.2
N 4.089 -4.655 1.183 0.1 0.0 0.0
C 5.487 -4.427 0.840 -0.1 0.0 0.2
C 6.163 -5.799 0.726 -0.1 0.0 0.1
N 5.363 -6.750 1.584 0.1 0.3 0.1
C 5.016 -6.094 2.895 -0.1 0.0 -0.2
C 3.963 -5.005 2.596 0.1 -0.1 -0.2
H 3.312 -5.603 -4.581 0.0 0.0 0.0
H 1.640 -5.040 -4.429 0.1 0.0 0.0
H 2.521 -5.566 -2.994 0.0 0.0 -0.1
H 3.173 -3.108 -4.710 0.0 0.0 -0.1
H 4.117 -3.596 -3.327 0.0 0.0 0.0
H 1.499 -1.759 -4.562 0.0 0.0 0.0
H 0.392 -1.896 1.125 0.1 0.0 0.0
H 3.845 -4.352 -1.402 0.0 0.0 0.1
H 5.983 -3.820 1.607 0.0 0.0 0.0
H 5.577 -3.892 -0.097 0.0 0.0 -0.1
H 7.186 -5.797 1.094 0.0 0.0 0.0
H 6.143 -6.191 -0.288 0.0 0.0 0.0
H 5.844 -7.635 1.710 0.1 -0.1 0.0
H 4.485 -6.912 1.091 -0.1 0.0 -0.1
H 5.942 -5.688 3.291 0.1 0.0 0.0
H 4.641 -6.847 3.580 0.0 -0.1 0.0
H 4.130 -4.165 3.273 0.0 0.1 0.0
H 2.965 -5.390 2.781 -0.1 0.0 0.0
F -4.160 -2.051 3.584 0.0 -0.1 0.1
C -4.880 -1.261 2.780 0.1 -0.3 0.3
C -5.089 -1.688 1.437 -0.5 -0.2 -0.2
F -6.145 -1.023 0.807 0.0 0.0 -0.2
C -3.799 -1.199 1.082 0.5 0.1 0.0
F -2.810 -2.064 0.800 0.1 -0.1 -0.1
C -3.315 0.134 1.370 0.5 1.0 -0.5
O -2.472 0.837 0.752 -1.4 -1.1 1.4
C -3.766 0.376 2.734 0.5 -0.1 -0.2
F -2.748 0.456 3.599 0.1 0.1 0.2
C -5.068 0.097 3.186 -0.6 0.2 0.4
F -6.064 0.769 2.505 0.0 0.1 0.0

***

100
Properties=species:S:1:pos:R:3:forces:R:3 method="wB97M-V/def2-TZVPD" total_energy_ev=-122944.8880 e_above_lowest_kj_mol=123.26 homo_ev=-14.624 charge=+3 gap_ev=4.2
Ti 0.443 -0.357 -0.084 0.7 -1.7 1.4
F 1.235 -3.604 3.918 0.0 0.0 0.0
C 0.669 -2.517 4.462 0.0 0.1 0.0
F 0.165 -2.836 5.643 0.0 0.0 0.0
F 1.640 -1.602 4.642 -0.1 -0.1 0.0
C -0.397 -1.964 3.542 0.1 0.0 0.0
C -1.724 -1.885 3.919 -0.1 0.0 0.0
C -2.653 -1.358 3.027 0.0 -0.1 0.2
C -2.227 -0.911 1.801 -0.1 0.0 -0.2
N -0.939 -0.987 1.423 0.2 0.0 0.2
C -0.048 -1.510 2.281 -0.2 0.0 0.4
S 1.549 -1.578 1.569 -1.0 0.9 -0.9
H -2.032 -2.232 4.898 0.0 0.0 0.0
H -3.700 -1.295 3.287 0.0 0.0 0.0
H -2.919 -0.517 1.076 0.0 0.1 -0.1
C 3.866 -2.604 0.095 0.1 0.0 0.0
N 2.821 -2.175 -0.848 0.3 0.2 -0.2
C 3.466 -1.616 -2.043 0.0 -0.1 -0.1
C 1.975 -3.313 -1.159 -0.3 0.1 0.1
C 0.832 -2.951 -2.067 0.1 0.1 -0.1
N -0.137 -1.903 -1.552 -0.3 -0.2 0.1
C -0.609 -1.127 -2.730 0.1 -0.1 0.0
C -1.332 -2.636 -1.007 0.0 0.0 0.0
H 4.488 -1.753 0.375 0.0 0.0 0.0
H 4.515 -3.366 -0.352 0.0 0.0 0.0
H 3.426 -3.031 0.997 0.1 -0.1 -0.1
H 3.950 -2.399 -2.640 0.0 0.0 0.0
H 4.232 -0.904 -1.738 0.0 0.0 0.0
H 2.754 -1.087 -2.678 0.0 -0.1 0.0
H 1.603 -3.710 -0.215 -0.1 -0.1 0.1
H 2.526 -4.126 -1.650 0.1 0.1 0.0
H 0.285 -3.870 -2.270 -0.2 0.1 -0.1
H 1.202 -2.589 -3.023 0.1 0.0 0.0
H -1.131 -1.785 -3.425 -0.1 0.0 0.0
H 0.233 -0.681 -3.252 0.0 0.0 0.0
H -1.302 -0.359 -2.415 -0.2 0.2 0.1
H -1.708 -3.318 -1.768 0.0 0.0 -0.1
H -2.132 -1.939 -0.770 0.0 0.1 0.1
H -1.056 -3.210 -0.128 0.1 0.0 0.1
I -2.679 2.501 2.555 0.0 -0.1 -0.1
C -4.450 3.240 1.677 0.2 -0.1 -0.1
C -5.299 3.717 2.635 -0.1 0.0 0.1
C -6.484 4.381 2.279 0.0 0.0 0.1
C -6.741 4.591 0.963 -0.1 0.0 0.0
C -5.867 4.116 -0.045 0.1 -0.1 0.0
C -6.189 4.427 -1.384 -0.1 0.0 0.0
C -5.391 4.021 -2.405 0.0 0.0 -0.1
C -4.279 3.222 -2.115 0.0 0.0 0.0
C -3.924 2.856 -0.836 0.1 -0.2 0.3
P -2.658 1.457 -0.889 -0.2 0.4 -0.4
C -1.502 2.304 -2.054 0.1 -0.1 0.1
C -0.772 3.308 -1.397 0.0 0.0 0.0
C 0.040 4.188 -2.095 0.0 0.0 0.0
C 0.162 4.068 -3.474 0.0 0.0 -0.1
C -0.531 3.063 -4.138 0.0 0.0 0.0
C -1.358 2.188 -3.437 0.1 0.0 0.0
C -3.786 0.216 -1.662 0.2 0.0 0.1
C -4.746 -0.234 -0.746 0.0 0.0 0.0
C -5.722 -1.146 -1.117 0.0 0.0 0.0
C -5.755 -1.632 -2.418 0.0 0.0 0.0
C -4.821 -1.184 -3.338 0.0 0.0 0.0
C -3.841 -0.269 -2.966 0.0 0.0 0.0
C -4.685 3.358 0.274 -0.2 0.1 0.1
H -5.051 3.615 3.684 0.0 0.0 0.0
H -7.150 4.749 3.049 0.0 0.0 0.0
H -7.624 5.139 0.656 0.1 0.0 0.0
H -7.084 5.009 -1.577 0.0 0.0 0.0
H -5.626 4.268 -3.433 0.0 0.0 0.0
H -3.707 2.855 -2.956 0.0 0.0 0.0
H -0.935 3.469 -0.332 0.0 0.0 0.0
H 0.553 4.990 -1.576 0.0 -0.1 0.0
H 0.773 4.770 -4.029 0.0 0.0 0.0
H -0.465 2.979 -5.217 0.0 0.0 0.1
H -1.920 1.462 -4.005 0.0 0.0 0.0
H -4.769 0.176 0.262 0.0 0.0 0.0
H -6.464 -1.467 -0.397 0.0 0.0 0.0
H -6.516 -2.342 -2.716 0.0 0.0 0.0
H -4.857 -1.536 -4.362 0.0 0.0 0.1
H -3.152 0.066 -3.728 0.0 0.0 0.0
N 0.645 1.304 2.640 -0.1 -0.2 0.1
N 0.401 1.495 1.237 -0.5 -0.4 0.0
H 0.234 2.074 3.159 0.0 0.1 0.0
H 1.641 1.317 2.810 0.2 -0.1 0.0
H 0.889 2.319 0.905 0.2 0.2 -0.4
H -0.597 1.734 1.187 -0.1 0.1 -0.1
N 6.239 3.225 -2.185 0.0 -0.2 0.1
C 4.936 3.465 -2.298 -0.2 0.4 -0.1
S 4.250 4.891 -2.745 0.1 -0.2 0.0
C 3.971 2.414 -1.868 0.0 -0.1 0.1
C 4.061 1.801 -0.609 0.2 0.1 -0.1
C 3.049 0.988 -0.181 -0.1 -0.1 -0.1
N 1.942 0.727 -0.924 0.6 0.8 -0.3
C 1.882 1.286 -2.156 -0.1 0.0 0.1
C 2.865 2.100 -2.653 0.2 0.1 -0.2
H 6.895 3.962 -2.399 0.0 0.0 0.0
H 6.610 2.327 -1.925 0.0 0.0 -0.1
H 4.906 1.981 0.042 0.0 0.0 0.0
H 3.115 0.500 0.778 0.0 0.0 0.1
H 0.995 1.101 -2.746 -0.1 0.1 0.0
H 2.761 2.530 -3.639 0.0 0.0 0.0

***

106
Properties=species:S:1:pos:R:3:forces:R:3 method="wB97M-V/def2-TZVPD" total_energy_ev=-96216.9031 homo_ev=-7.693 charge=0 gap_ev=5.6 smiles="CNC[C@@]1(S(=O)(=O)C(F)(F)C(F)(F)F)[C@H](CCCCO)OC(=O)[C@@]1(CCCCn1cccc1)Cc1cccc(C)c1.O=C1C=C(O)C(=O)C=C1O.O=C1C=C(O)C(=O)C=C1O"
C 1.472 -3.815 1.815 0.5 -1.3 1.3
N 0.739 -2.625 2.327 0.2 0.3 -1.3
C -0.236 -2.058 1.369 -0.1 -0.6 0.9
C -0.483 -0.471 1.472 -2.2 -0.7 -0.4
S 1.127 0.508 1.378 1.1 4.0 3.7
O 1.796 0.575 2.745 -2.0 -1.3 -3.9
O 0.947 1.891 0.816 0.0 -3.6 0.2
C 2.416 -0.370 0.294 1.3 -1.5 -0.2
F 1.846 -1.055 -0.807 1.3 1.3 2.4
F 3.177 -1.264 1.124 -2.1 2.0 -2.3
C 3.468 0.735 -0.242 1.8 -0.1 -0.5
F 3.917 1.551 0.821 -1.4 -1.9 -3.1
F 2.936 1.457 -1.327 1.4 -1.5 2.9
F 4.606 0.004 -0.715 -2.8 2.0 1.0
C -1.546 -0.261 0.251 0.3 -1.9 -2.6
C -1.087 0.440 -1.110 -1.0 0.8 -0.7
C -1.854 1.821 -1.464 0.8 -0.3 -1.9
C -1.647 2.023 -3.073 0.4 0.7 0.8
C -0.098 2.376 -3.443 -1.0 0.6 -0.5
O 0.474 1.399 -4.381 -0.2 0.3 1.9
O -2.908 0.129 0.653 2.7 -0.1 2.9
C -2.907 0.004 2.077 -3.2 0.0 -0.2
O -4.015 -0.084 2.643 4.5 0.4 -1.6
C -1.404 0.037 2.725 -1.7 -0.2 0.4
C -1.292 1.562 3.206 -0.5 0.9 0.3
C -1.892 2.660 2.203 0.4 1.4 0.6
C -1.420 4.133 2.735 -0.6 -0.3 -1.4
C 0.130 4.433 2.478 0.0 0.3 0.6
N 0.537 5.685 3.228 1.5 2.2 0.2
C -0.059 6.315 4.381 3.0 3.0 -0.1
C 0.801 7.574 4.757 0.0 -3.9 -3.4
C 1.970 7.599 3.722 -3.6 -3.1 0.2
C 1.725 6.394 2.785 -0.4 3.3 3.6
C -1.605 -0.938 3.982 0.5 -0.3 1.0
C -0.365 -1.103 4.961 3.0 -1.7 2.5
C 0.497 0.011 5.595 0.4 -3.5 0.6
C 1.670 -0.358 6.535 -1.3 -2.4 -1.0
C 2.063 -1.815 6.909 -3.6 0.9 -2.7
C 1.177 -2.952 6.317 -1.0 2.7 -0.8
C 1.429 -4.519 6.591 1.0 1.3 -1.2
C 0.006 -2.579 5.378 1.6 2.4 1.1
H 1.317 -4.657 2.598 0.3 1.1 -1.3
H 2.617 -3.659 1.783 -1.9 -0.1 -0.3
H 1.061 -4.241 0.832 0.6 1.0 1.3
H 1.346 -1.933 2.781 -0.4 -0.5 -0.3
H -1.262 -2.547 1.604 1.4 1.0 -0.6
H 0.032 -2.421 0.312 -0.5 1.1 1.3
H -1.762 -1.344 -0.103 0.7 1.6 0.7
H -1.360 -0.282 -1.974 0.4 1.1 1.5
H 0.026 0.649 -1.220 -1.4 -0.4 0.5
H -1.350 2.742 -0.991 -1.0 -1.5 -0.3
H -2.982 1.780 -1.308 1.7 0.0 0.3
H -2.279 2.930 -3.362 0.8 -1.3 0.2
H -2.001 1.105 -3.664 0.6 1.4 0.8
H 0.558 2.509 -2.507 -0.9 -0.3 -1.3
H -0.109 3.372 -4.014 0.2 -1.5 0.9
H 0.741 0.643 -3.816 -0.1 0.5 -0.8
H -0.242 1.910 3.490 -1.3 -1.0 -0.6
H -1.918 1.641 4.178 1.0 -0.3 -1.6
H -3.048 2.719 2.210 1.9 -0.5 -0.1
H -1.499 2.579 1.136 -0.6 -0.2 1.5
H -1.769 4.268 3.812 0.8 -0.2 -1.4
H -2.032 4.877 2.091 1.1 -1.0 1.2
H 0.847 3.618 2.830 -1.2 0.8 -0.4
H 0.381 4.616 1.364 -0.7 -0.3 1.8
H -1.003 5.975 4.934 1.8 0.4 -1.3
H 0.562 8.273 5.621 0.5 -1.1 -1.5
H 2.809 8.368 3.715 -1.3 -1.4 -0.2
H 2.416 6.169 1.912 -1.5 -0.2 1.3
H -1.954 -1.981 3.631 0.8 1.6 0.5
H -2.482 -0.533 4.620 1.4 -0.4 -1.3
H 0.269 1.102 5.377 0.5 -1.7 0.4
H 2.304 0.478 6.974 -1.0 -1.2 -0.7
H 2.954 -2.033 7.581 -1.4 0.3 -1.0
H 0.781 -4.951 7.421 0.9 0.6 -1.2
H 1.275 -5.043 5.570 0.0 0.6 1.9
H 2.562 -4.630 6.803 -1.9 0.0 0.0
H -0.632 -3.433 4.949 1.2 1.5 0.7
C 1.620 1.854 -9.252 0.2 -0.2 -0.5
C 1.458 1.402 -8.005 -0.5 1.4 0.7
C 1.757 -0.017 -7.649 0.2 -0.7 0.1
O 1.616 -0.393 -6.498 0.0 0.3 -0.2
C 2.209 -0.913 -8.718 -0.1 0.1 0.3
C 2.367 -0.461 -9.963 0.4 -1.2 -0.5
C 2.096 0.962 -10.314 -0.2 0.9 0.0
O 2.269 1.344 -11.460 0.1 -0.4 0.1
O 2.785 -1.283 -10.966 -0.4 1.2 0.5
O 1.015 2.219 -7.012 0.6 -1.4 -0.9
H 1.410 2.879 -9.524 0.0 0.0 0.0
H 2.406 -1.943 -8.451 0.0 0.0 0.0
H 2.821 -0.720 -11.765 0.0 -0.1 0.1
H 0.982 1.661 -6.204 -0.2 0.2 0.3
C -2.360 -6.203 -3.100 -0.3 0.1 -0.2
C -1.665 -5.905 -2.000 0.8 -1.1 -0.1
C -1.989 -4.704 -1.179 -0.4 0.6 0.2
O -1.344 -4.472 -0.168 0.1 -0.3 -0.3
C -3.082 -3.836 -1.629 0.4 -0.1 0.3
C -3.775 -4.132 -2.731 -1.0 1.2 0.0
C -3.469 -5.348 -3.538 0.2 -0.7 -0.4
O -4.134 -5.597 -4.528 0.0 0.4 0.3
O -4.789 -3.335 -3.163 0.9 -1.2 0.0
O -0.632 -6.688 -1.583 -0.8 1.1 0.1
H -2.137 -7.072 -3.704 0.0 0.0 0.0
H -3.295 -2.958 -1.034 -0.1 0.0 0.0
H -5.129 -3.763 -3.973 0.0 0.1 0.1
H -0.296 -6.264 -0.770 0.0 -0.1 -0.1

***

102
Properties=species:S:1:pos:R:3:forces:R:3 method="wB97M-V/def2-TZVPD" total_energy_ev=-130704.7472 e_above_lowest_kj_mol=27.71 homo_ev=-10.313 charge=+1 gap_ev=7.0
Ti 0.039 0.053 -0.371 0.0 -0.5 1.3
C 0.103 4.105 -2.191 0.0 0.0 0.0
C 0.362 4.083 -0.688 0.0 0.0 0.0
C 1.852 4.224 -0.376 0.0 0.0 0.0
P -0.345 2.612 0.171 0.1 0.0 0.0
C -0.122 2.987 1.983 -0.1 -0.1 0.0
C -0.311 4.457 2.351 0.0 0.0 0.0
C -1.073 2.117 2.810 0.1 0.1 0.0
C -2.135 2.639 0.012 0.1 0.0 -0.1
C -2.893 3.797 0.166 0.0 0.0 0.0
C -4.253 3.727 0.407 0.0 0.0 0.0
C -4.835 2.475 0.555 0.0 0.0 0.0
C -4.098 1.320 0.366 0.0 -0.1 0.0
C -2.743 1.375 0.020 -0.1 0.3 0.0
N -1.974 0.223 -0.289 0.4 0.0 0.0
C -2.718 -0.896 -0.782 -0.2 0.1 -0.2
C -3.816 -0.734 -1.635 0.0 0.0 0.0
C -4.470 -1.830 -2.164 0.0 0.0 0.0
C -4.034 -3.120 -1.880 0.0 0.0 0.0
C -2.933 -3.291 -1.063 0.0 -0.1 0.0
C -2.281 -2.193 -0.509 0.1 0.1 0.0
P -0.793 -2.260 0.510 0.0 0.1 -0.1
C -1.487 -2.557 2.203 0.0 0.0 0.0
C -2.608 -1.569 2.527 0.0 0.0 0.0
C -0.433 -2.580 3.304 0.0 0.0 0.0
C 0.093 -3.801 -0.021 0.1 0.1 0.0
C -0.401 -5.084 0.649 0.0 0.0 0.0
C 1.609 -3.670 0.135 -0.1 0.0 0.0
H 0.439 5.064 -2.592 0.0 0.0 0.0
H -0.955 3.992 -2.427 0.0 0.0 0.0
H 0.660 3.314 -2.691 0.0 0.0 0.0
H -0.169 4.927 -0.238 0.0 0.0 0.0
H 2.418 3.411 -0.830 0.0 0.0 0.0
H 2.066 4.217 0.691 0.0 0.0 0.0
H 2.218 5.163 -0.794 0.0 0.0 0.0
H 0.904 2.692 2.200 0.0 0.0 0.0
H -1.317 4.801 2.109 0.0 0.0 0.0
H 0.413 5.113 1.870 0.0 0.0 0.0
H -0.185 4.561 3.430 0.0 0.0 0.0
H -2.111 2.417 2.659 0.0 0.0 0.0
H -0.840 2.227 3.871 0.0 0.0 0.0
H -0.968 1.066 2.554 0.0 -0.1 0.0
H -2.408 4.763 0.112 0.0 0.0 0.0
H -4.841 4.628 0.518 0.0 0.0 0.0
H -5.883 2.392 0.811 0.0 0.0 0.0
H -4.591 0.365 0.481 0.0 0.0 0.0
H -4.152 0.261 -1.895 0.0 0.0 0.0
H -5.316 -1.677 -2.822 0.0 0.0 0.0
H -4.538 -3.977 -2.306 0.0 0.0 0.0
H -2.573 -4.292 -0.866 0.0 0.0 0.0
H -1.935 -3.553 2.123 0.0 0.0 0.0
H -2.239 -0.546 2.592 0.0 0.0 0.0
H -3.046 -1.827 3.493 0.0 0.0 0.0
H -3.402 -1.600 1.782 0.0 0.0 0.0
H 0.007 -1.592 3.437 0.0 0.0 0.0
H 0.360 -3.299 3.094 0.0 0.0 0.0
H -0.898 -2.872 4.247 0.0 0.0 0.0
H -0.132 -3.837 -1.090 0.0 0.0 0.0
H -0.130 -5.107 1.705 0.0 0.0 0.0
H 0.077 -5.939 0.170 0.0 0.0 0.0
H -1.479 -5.222 0.579 0.0 0.0 0.0
H 1.902 -3.704 1.183 0.0 0.0 0.0
H 1.993 -2.743 -0.297 0.0 0.0 0.0
H 2.102 -4.504 -0.366 0.0 0.0 0.0
N 6.319 -3.081 3.783 0.0 0.0 0.0
C 5.407 -2.283 3.170 0.0 0.0 0.0
C 5.820 -1.131 2.475 0.0 0.0 0.0
C 4.902 -0.318 1.857 0.1 0.0 0.0
C 3.547 -0.649 1.904 -0.1 0.2 -0.1
C 3.120 -1.766 2.602 0.0 0.0 0.0
C 4.036 -2.579 3.231 0.0 -0.1 0.0
S 2.410 0.443 1.174 -0.1 0.1 0.3
O 2.851 1.775 1.460 0.1 0.0 0.0
O 1.033 0.061 1.616 -0.2 0.0 0.0
N 2.127 0.231 -0.385 -0.3 0.1 -0.5
C 3.012 0.730 -1.342 0.2 0.1 -0.4
N 4.317 0.597 -1.126 -0.1 0.0 0.1
C 5.125 1.062 -2.073 0.0 0.0 0.0
C 4.649 1.637 -3.238 0.0 0.0 0.0
C 3.274 1.728 -3.352 0.0 0.0 0.0
N 2.447 1.293 -2.408 -0.1 0.0 0.1
H 7.297 -2.865 3.746 0.0 0.0 0.0
H 6.036 -3.900 4.287 0.0 0.0 0.0
H 6.872 -0.881 2.437 0.0 0.0 0.0
H 5.220 0.570 1.331 0.0 0.0 0.0
H 2.066 -1.973 2.675 -0.1 0.0 0.0
H 3.699 -3.444 3.789 0.0 0.0 0.0
H 6.188 0.962 -1.888 0.0 0.0 0.0
H 5.312 2.003 -4.007 0.0 0.0 0.0
H 2.810 2.180 -4.222 0.0 0.0 0.0
F -4.161 0.089 -5.845 0.0 0.0 0.0
C -3.131 -0.195 -5.060 0.0 0.0 0.0
C -2.513 0.810 -4.336 0.0 0.1 0.0
F -2.941 2.067 -4.433 0.0 0.0 0.0
C -1.470 0.491 -3.493 0.1 -0.1 0.0
F -0.893 1.472 -2.785 -0.1 0.1 0.0
C -1.012 -0.807 -3.341 0.0 -0.1 0.0
S 0.335 -1.198 -2.284 0.1 0.0 -0.3
C -1.638 -1.795 -4.090 0.1 0.0 0.1
F -1.238 -3.061 -3.983 0.0 0.0 0.0
C -2.688 -1.501 -4.938 0.0 0.0 0.0
F -3.297 -2.470 -5.612 0.0 0.0 0.0